[1]
C5H11N4S | wB97M-V/def2-TZVPD

calculated total energy: -813.99323 hartree
multiplicity: 1
energy above the lowest of the compared OMol25 structures with the same formula, charge and spin: 316.5 kJ/mol
Kohn-Sham gap: 8.238 eV
total charge: +1
E_LUMO: -4.379 eV

```
21
Properties=species:S:1:pos:R:3:mulliken_charge:R:1
C 1.496 0.360 -0.126 -0.22
C 1.361 1.323 2.122 -0.44
C -1.052 -2.220 -0.797 -0.51
C -0.011 -0.220 -0.221 0.11
C -0.792 -0.029 -1.451 0.24
N 1.991 0.920 0.906 -0.45
N 0.036 -1.628 -0.054 -0.36
N -1.497 -1.125 -1.725 -0.11
N -0.131 1.363 2.015 -0.59
S -1.035 1.510 -2.183 -0.13
H 2.170 -0.064 -0.918 0.37
H 1.688 0.610 2.859 0.37
H 1.731 2.296 2.235 0.35
H -0.870 -3.100 -1.419 0.35
H -1.870 -2.547 0.095 0.26
H -0.317 0.290 0.671 0.48
H 0.930 -1.904 -0.536 0.34
H -1.940 -1.334 -2.662 0.30
H -0.487 1.077 2.896 0.21
H -0.465 2.180 1.575 0.25
H -2.034 1.105 -2.959 0.18
```

[2]
C5H11N5O2 | wB97M-V/def2-TZVPD

calculated total energy: -621.11175 hartree
multiplicity: 1
energy above the lowest of the compared OMol25 structures with the same formula, charge and spin: 862.6 kJ/mol
Kohn-Sham gap: 8.251 eV
E_LUMO: 0.366 eV

```
23
Properties=species:S:1:pos:R:3:mulliken_charge:R:1
C 0.934 -0.932 -0.464 0.20
C 0.538 -0.704 1.841 0.53
C -1.269 0.328 0.367 -1.04
C -0.423 1.482 -0.190 -0.54
C -0.558 1.321 -1.572 0.49
H 1.945 -1.208 -2.812 0.34
H 2.577 0.069 -1.224 0.28
H -0.225 -1.478 -1.923 0.25
H 0.697 -0.194 3.594 0.27
H 2.018 -1.411 3.134 0.30
H -1.889 -0.956 1.934 0.37
H -1.679 -0.504 -0.172 0.58
H -2.104 0.640 0.832 0.46
H -0.733 2.436 0.051 0.47
H 0.699 1.520 0.333 0.30
H -2.035 1.282 -2.756 0.35
N 1.982 -0.859 -1.399 -0.49
N -0.361 -1.293 -0.875 -0.71
N 1.363 -0.754 0.817 -0.64
N 1.016 -0.957 3.048 -0.50
N -0.741 -0.272 1.578 -0.38
O -1.909 1.484 -1.770 -0.49
O 0.158 0.961 -2.371 -0.42
```

[3]
C5H11NO | wB97M-V/def2-TZVPD

calculated total energy: -327.02426 hartree
multiplicity: 1
energy above the lowest of the compared OMol25 structures with the same formula, charge and spin: 281.2 kJ/mol
SMILES string: C=C/C(C)=C/N.O
Kohn-Sham gap: 8.680 eV
E_LUMO: 0.794 eV

```
18
Properties=species:S:1:pos:R:3:mulliken_charge:R:1
C -2.419 -1.047 1.454 -0.75
C -1.783 -0.342 0.456 -0.28
C -0.421 0.169 0.313 0.72
C -0.185 1.388 -0.547 -1.64
C 0.571 -0.465 0.978 -0.25
N 1.996 -0.047 1.100 -0.46
H -2.014 -0.958 2.477 0.26
H -3.356 -1.605 1.312 0.25
H -2.365 -0.048 -0.468 0.23
H -0.450 1.274 -1.528 0.46
H 0.943 1.583 -0.763 0.31
H -0.472 2.312 -0.198 0.37
H 0.480 -1.460 1.443 0.39
H 2.130 0.846 0.703 0.18
H 2.497 -0.425 1.882 0.21
O 1.816 -0.186 -3.168 -0.63
H 1.020 0.012 -2.726 0.29
H 2.012 -1.001 -2.720 0.32
```

[4]
C5H11NO | wB97M-V/def2-TZVPD

calculated total energy: -327.06828 hartree
multiplicity: 1
energy above the lowest of the compared OMol25 structures with the same formula, charge and spin: 165.6 kJ/mol
SMILES string: CNCCCC=O
Kohn-Sham gap: 10.158 eV
E_LUMO: 1.033 eV

```
18
Properties=species:S:1:pos:R:3:mulliken_charge:R:1
C -0.673 -0.400 -2.766 -0.85
N -0.565 -0.659 -1.301 -0.32
C -0.939 0.522 -0.556 -0.70
C -0.980 0.260 0.961 -0.76
C 0.142 -0.628 1.502 -0.50
C 1.429 0.097 1.740 -0.07
O 1.934 0.855 0.954 -0.46
H -0.177 -1.201 -3.311 0.29
H -0.338 0.615 -2.945 0.30
H -1.701 -0.482 -3.108 0.30
H -1.293 -1.349 -1.138 0.23
H -0.227 1.326 -0.755 0.41
H -1.906 0.973 -0.829 0.38
H -1.930 -0.231 1.188 0.37
H -0.965 1.224 1.471 0.33
H -0.137 -1.278 2.295 0.42
H 0.372 -1.363 0.714 0.30
H 1.929 -0.129 2.704 0.34
```

[5]
C5H11NO | wB97M-V/def2-TZVPD

calculated total energy: -327.09569 hartree
multiplicity: 1
energy above the lowest of the compared OMol25 structures with the same formula, charge and spin: 93.6 kJ/mol
SMILES string: CC(C)(C)/N=C\O
Kohn-Sham gap: 10.450 eV
E_LUMO: 0.786 eV

```
18
Properties=species:S:1:pos:R:3:mulliken_charge:R:1
C -0.526 -1.236 -0.587 -1.51
C 0.144 -0.147 0.273 1.35
C -0.930 0.710 0.965 -1.41
C 0.995 -0.830 1.346 -1.68
N 1.125 0.655 -0.474 -0.53
C 0.873 1.308 -1.519 0.10
O -0.299 1.480 -2.176 -0.51
H -0.893 -2.036 0.065 0.41
H -1.390 -0.877 -1.160 0.39
H 0.189 -1.674 -1.290 0.37
H -0.485 1.589 1.441 0.38
H -1.717 1.054 0.281 0.33
H -1.421 0.113 1.743 0.40
H 0.393 -1.465 2.003 0.41
H 1.759 -1.443 0.858 0.37
H 1.499 -0.064 1.943 0.39
H 1.674 1.842 -2.031 0.41
H -0.991 1.020 -1.682 0.33
```

[6]
C5H11NO | wB97M-V/def2-TZVPD

calculated total energy: -327.02715 hartree
multiplicity: 1
energy above the lowest of the compared OMol25 structures with the same formula, charge and spin: 273.6 kJ/mol
SMILES string: CCCNCC=O
Kohn-Sham gap: 10.115 eV
E_LUMO: 0.943 eV

```
18
Properties=species:S:1:pos:R:3:mulliken_charge:R:1
C -0.848 -0.035 2.222 -0.99
C -1.408 0.441 0.862 -0.44
C -0.382 1.285 0.046 -0.76
N 1.092 0.765 0.339 -0.45
C 1.125 -0.630 -0.127 -0.49
C 0.728 -0.698 -1.634 -0.05
O -0.232 -1.238 -2.080 -0.43
H -0.396 -1.102 2.324 0.23
H -1.568 0.399 2.997 0.30
H -0.040 0.645 2.275 0.38
H -2.360 0.933 0.962 0.48
H -1.525 -0.488 0.297 0.21
H -0.356 2.270 0.499 0.46
H -0.722 1.223 -0.978 0.34
H 1.722 1.286 -0.283 0.30
H 0.587 -1.261 0.535 0.15
H 2.112 -1.103 -0.189 0.36
H 1.475 -0.425 -2.382 0.40
```